(one)
The following is a DFT calculation (ωB97M-V/def2-TZVPD) of an isolated ion of composition C4H4NO and charge +1.

Its charge is +1. As for the lowest unoccupied orbital energy (alpha / beta): -7.15 / -7.15 eV. The value obtained for the HOMO energy (alpha / beta) is -15.75 / -15.75 eV. As for the frontier orbital gap (alpha / beta): 0.316 / 0.316 Ha.

Structure (XYZ):
```
10
C4H4NO (ωB97M-V/def2-TZVPD)
C -0.567 -0.348 0.048
H -0.535 -1.681 -1.300
H -3.054 -1.125 1.032
H -2.493 2.151 0.511
C -0.995 0.889 0.232
C -2.300 1.136 0.207
N -2.914 -1.152 0.052
C -1.217 -1.498 -0.246
H -1.359 -2.623 -0.049
O -3.059 0.132 -0.258
```


(two)
The following is a DFT calculation (ωB97M-V/def2-TZVPD) of an isolated ion of composition C4H4NO and charge +1.

Its charge is +1. As for the lowest unoccupied orbital energy (alpha / beta): -6.35 / -6.35 eV. Its SMILES is C1#COC[NH+]=C1. The value obtained for the HOMO energy (alpha / beta) is -15.38 / -15.38 eV. As for the frontier orbital gap (alpha / beta): 0.332 / 0.332 Ha.

Structure (XYZ):
```
10
C4H4NO (ωB97M-V/def2-TZVPD)
H -0.318 -2.266 0.369
C 1.382 -1.100 -0.205
H -0.661 1.799 0.498
O 1.156 1.229 0.198
C 1.685 0.102 0.079
H -1.680 -0.506 0.094
C -0.275 1.106 -0.123
H -0.655 1.239 -1.216
C 0.065 -1.350 0.145
N -0.700 -0.252 0.159
```


(three)
The following is a DFT calculation (ωB97M-V/def2-TZVPD) of an isolated ion of composition C4H4NO and charge +1.

Its charge is +1. As for the lowest unoccupied orbital energy: -8.67 eV. The value obtained for the HOMO energy is -16.37 eV. As for the frontier orbital gap: 0.283 Ha.

Structure (XYZ):
```
10
C4H4NO (ωB97M-V/def2-TZVPD)
H 0.250 -2.146 0.066
N 2.137 0.777 -0.204
H -1.958 -0.374 0.630
C 1.041 1.081 -0.460
O 1.978 -1.059 0.229
C 0.848 -1.203 -0.038
C -1.349 0.489 0.136
H -1.829 0.933 -0.859
H -1.080 1.315 0.829
C -0.039 0.186 -0.328
```


Ranked by calculated energy, most stable first: (two), (three), (one).


(one)
The following is a DFT calculation (ωB97M-V/def2-TZVPD) of one molecule with the formula C5H11N3O3.

As for the lowest unoccupied orbital energy: 0.76 eV. Its SMILES is O=NN(O)N1CCC[C@@H]1CO. The value obtained for the HOMO energy is -9.54 eV. As for the frontier orbital gap: 0.379 Ha.

Structure (XYZ):
```
22
C5H11N3O3 (ωB97M-V/def2-TZVPD)
O 0.827 -0.188 1.877
C -1.088 -1.559 0.110
N -0.366 0.324 1.481
C -0.346 0.449 -0.866
C 0.175 1.878 -0.628
C 0.726 -0.619 -1.224
H 0.834 0.318 2.765
N -1.231 0.818 2.403
H -1.927 -1.748 -0.653
C 0.286 -1.866 -0.460
O 0.699 2.307 -1.859
H -1.317 -2.008 1.033
H 1.711 -0.285 -0.810
H -0.946 0.649 -1.735
O -0.742 0.793 3.488
H -0.709 2.588 -0.442
N -1.037 -0.093 0.340
H 0.973 1.992 0.114
H 0.209 -2.792 -0.952
H 1.492 1.830 -2.046
H 0.821 -0.811 -2.284
H 0.957 -1.979 0.347
```


(two)
The following is a DFT calculation (ωB97M-V/def2-TZVPD) of one molecule with the formula C5H11N3O3.

As for the lowest unoccupied orbital energy: 0.45 eV. Its SMILES is O=NN(O)N1CCC[C@H]1CO. The value obtained for the HOMO energy is -9.73 eV. As for the frontier orbital gap: 0.374 Ha.

Structure (XYZ):
```
22
C5H11N3O3 (ωB97M-V/def2-TZVPD)
O 0.962 -0.154 2.049
H -3.214 1.329 0.764
H -1.530 -0.587 -2.051
N 2.331 0.227 0.302
C -2.320 0.983 0.208
C -0.941 1.516 0.602
N -0.040 0.478 0.092
H -0.232 -1.591 0.492
O 2.503 0.414 -0.891
H -0.816 1.550 1.731
H 1.052 0.610 2.676
O 0.512 -1.223 -2.086
H -0.680 2.532 0.257
C -2.171 -0.502 0.463
H 0.968 -0.367 -1.893
C -0.777 -0.826 -0.063
H -2.993 -1.130 -0.013
H -2.236 -0.729 1.543
H -1.140 -2.302 -1.587
C -0.809 -1.230 -1.518
H -2.516 1.142 -0.871
N 1.085 0.383 0.781
```


Ranked by calculated energy, most stable first: (two), (one).